# 1
Formula: C57H69BrN6O7S2ScSiTe
Source: the Open Molecules 2025 dataset
Level of theory: ωB97M-V/def2-TZVPD

Values from the calculation:
HOMO energy (alpha / beta) in eV: -5.9 / -7.1
Multiplicity: 2
LUMO level (alpha / beta) in eV: 0.12 / -0.49
Net charge: 0

Cartesian coordinates (Å):
Sc  -1.132  0.161  0.145
N  1.773  3.659  -0.835
C  0.802  3.005  -0.178
N  0.047  2.095  -0.694
C  0.227  1.790  -2.061
N  -0.596  1.029  -2.688
N  -1.580  0.498  -1.903
C  -2.523  -0.209  -2.527
C  -3.407  -0.919  -1.698
C  -4.512  -1.663  -2.169
C  -5.316  -2.313  -1.276
C  -5.023  -2.244  0.100
C  -3.919  -1.531  0.497
N  -3.121  -0.869  -0.355
C  1.399  2.306  -2.774
C  1.792  1.865  -4.036
C  2.936  2.373  -4.624
C  3.693  3.338  -3.963
C  3.317  3.789  -2.710
C  2.174  3.262  -2.121
H  2.352  4.303  -0.322
H  0.658  3.283  0.861
H  -2.560  -0.248  -3.609
H  -4.699  -1.706  -3.234
H  -6.169  -2.883  -1.624
H  -5.634  -2.750  0.834
H  -3.630  -1.484  1.540
H  1.183  1.124  -4.534
H  3.252  2.003  -5.590
H  4.585  3.738  -4.427
H  3.904  4.534  -2.188
O  -0.130  -0.058  3.732
S  -1.007  -1.086  3.243
O  -2.306  -1.149  3.865
O  -1.152  -1.034  1.738
C  -0.226  -2.679  3.382
C  -1.068  -3.782  3.444
C  -0.539  -5.056  3.326
C  0.825  -5.231  3.134
C  1.667  -4.134  3.086
C  1.148  -2.854  3.209
S  2.362  -1.495  3.240
O  3.411  -1.969  4.141
O  3.028  -1.802  1.730
O  1.296  0.286  1.150
H  -2.129  -3.622  3.581
H  -1.195  -5.915  3.371
H  1.233  -6.227  3.024
H  2.735  -4.253  2.952
C  6.728  -1.876  -7.470
C  5.669  -1.799  -6.403
C  4.512  -2.563  -6.481
C  3.530  -2.513  -5.498
C  2.299  -3.362  -5.666
C  3.712  -1.677  -4.384
Te  2.171  -1.471  -2.940
N  2.119  -1.905  0.652
C  1.334  -0.922  0.429
O  0.439  -0.955  -0.501
C  2.515  0.956  1.224
C  3.389  0.969  0.149
C  4.554  1.715  0.246
C  4.826  2.450  1.394
C  3.929  2.432  2.454
C  2.765  1.679  2.378
C  2.108  -3.480  -2.283
C  3.243  -4.074  -1.723
C  4.522  -3.315  -1.501
C  3.165  -5.397  -1.295
C  1.990  -6.127  -1.379
C  1.929  -7.564  -0.933
C  0.862  -5.496  -1.887
C  0.896  -4.182  -2.338
C  -0.384  -3.554  -2.824
C  4.882  -0.906  -4.283
C  5.179  0.011  -3.121
C  5.832  -0.976  -5.299
H  6.368  -2.417  -8.344
H  7.615  -2.391  -7.097
H  7.039  -0.880  -7.787
H  4.364  -3.214  -7.336
H  2.299  -3.851  -6.640
H  1.395  -2.755  -5.576
H  2.244  -4.132  -4.894
H  3.164  0.395  -0.744
H  5.250  1.715  -0.584
H  5.739  3.026  1.466
H  4.143  2.988  3.357
H  2.048  1.641  3.189
H  4.338  -2.487  -0.812
H  4.918  -2.903  -2.429
H  5.281  -3.966  -1.067
H  4.049  -5.861  -0.869
H  2.877  -7.881  -0.501
H  1.707  -8.221  -1.776
H  1.147  -7.714  -0.187
H  -0.077  -6.040  -1.931
H  -1.164  -4.307  -2.936
H  -0.245  -3.041  -3.777
H  -0.731  -2.807  -2.107
H  4.629  -0.277  -2.227
H  4.904  1.042  -3.365
H  6.245  -0.005  -2.892
H  6.733  -0.376  -5.213
C  -4.249  1.314  5.206
C  -4.984  1.904  3.990
C  -6.262  2.592  4.505
C  -5.377  0.712  3.100
Si  -3.926  3.161  3.031
Br  -2.508  1.987  1.578
C  -4.910  4.192  1.740
C  -5.664  5.329  2.455
C  -5.923  3.298  1.006
C  -4.043  4.843  0.646
C  -2.652  4.132  4.072
C  -3.377  4.846  5.228
C  -1.565  3.215  4.662
C  -1.935  5.206  3.240
H  -4.922  0.601  5.692
H  -3.984  2.067  5.947
H  -3.358  0.762  4.912
H  -6.798  1.879  5.138
H  -6.936  2.885  3.701
H  -6.051  3.475  5.114
H  -6.105  0.101  3.643
H  -4.508  0.089  2.904
H  -5.824  1.002  2.150
H  -6.330  4.977  3.242
H  -6.272  5.865  1.721
H  -4.974  6.051  2.896
H  -6.684  2.886  1.667
H  -5.430  2.471  0.489
H  -6.436  3.901  0.251
H  -3.356  5.589  1.035
H  -4.713  5.348  -0.056
H  -3.468  4.108  0.084
H  -3.878  4.152  5.903
H  -4.121  5.561  4.870
H  -2.643  5.403  5.817
H  -1.959  2.483  5.362
H  -0.848  3.839  5.204
H  -1.019  2.666  3.894
H  -2.606  6.018  2.957
H  -1.487  4.795  2.333
H  -1.135  5.640  3.846

# 2
Formula: C2HN2
Source: the Open Molecules 2025 dataset
Level of theory: ωB97M-V/def2-TZVPD

Values from the calculation:
HOMO energy (alpha / beta) in eV: -16.8 / -16.5
LUMO level (alpha / beta) in eV: -9.92 / -9.77
Net charge: +1

Cartesian coordinates (Å):
C  1.360  -0.042  -0.009
C  0.099  0.034  -0.019
N  -1.109  0.028  0.025
N  -2.844  -0.010  -0.029
H  2.493  -0.010  0.032

# 3
Formula: H16O8
Source: the Open Molecules 2025 dataset
Level of theory: ωB97M-V/def2-TZVPD

Values from the calculation:
HOMO energy (alpha / beta) in eV: -13.7 / -13.7
Multiplicity: 2
LUMO level (alpha / beta) in eV: -3.83 / -10.93
Net charge: +1

Cartesian coordinates (Å):
O  0.710  -3.063  1.961
H  1.169  -2.258  1.723
H  0.630  -3.021  2.914
O  1.106  3.804  -1.352
H  1.344  4.094  -2.233
H  0.665  2.965  -1.486
O  -1.086  -2.786  0.033
H  -0.652  -3.021  0.853
H  -0.902  -1.853  -0.077
O  -1.065  2.020  -2.363
H  -1.918  2.413  -2.181
H  -1.206  1.496  -3.152
O  1.643  -0.196  1.350
H  2.041  0.674  1.312
H  2.203  -0.691  1.947
O  -1.414  -0.659  -3.171
H  -2.137  -1.274  -3.299
H  -1.413  -0.483  -2.230
O  -0.109  0.620  3.441
H  0.709  0.854  3.003
H  -0.012  -0.309  3.650
O  -0.365  -0.062  -0.240
H  -0.321  0.742  -0.758
H  0.382  -0.006  0.355

# 4
Formula: C21H29F6O18
Source: the Open Molecules 2025 dataset
Level of theory: ωB97M-V/def2-TZVPD

Values from the calculation:
HOMO energy in eV: -7.6
LUMO level in eV: 1.98
Net charge: -1

Cartesian coordinates (Å):
F  -68.339  19.104  49.521
C  -65.580  18.736  47.231
C  -64.094  18.926  47.662
O  -63.344  17.984  47.036
C  -64.149  17.190  46.365
O  -63.779  16.228  45.635
O  -65.422  17.457  46.534
F  -64.035  18.719  49.057
H  -65.880  19.535  46.552
H  -66.288  18.766  48.021
H  -63.586  19.847  47.325
C  -69.507  17.205  51.972
C  -69.258  18.674  52.466
O  -68.558  18.383  53.715
C  -68.363  17.185  53.880
O  -67.922  16.778  54.968
O  -68.718  16.417  52.916
F  -70.421  19.393  52.663
H  -69.195  17.083  50.978
H  -70.468  17.174  52.100
H  -68.547  19.193  51.798
C  -65.593  19.564  51.522
C  -66.055  20.965  51.007
O  -64.751  21.487  50.929
C  -63.802  20.719  51.261
O  -62.612  21.126  51.315
O  -64.211  19.600  51.482
F  -66.778  21.555  52.086
H  -66.070  18.956  50.803
H  -66.117  19.361  52.444
H  -66.749  21.026  50.254
C  -70.497  21.641  50.018
C  -69.536  22.203  49.104
O  -68.805  23.111  49.919
C  -69.366  23.253  51.097
O  -69.125  24.076  51.922
O  -70.480  22.510  51.103
F  -70.133  23.007  48.089
H  -70.105  20.674  50.271
H  -71.477  21.554  49.711
H  -68.796  21.547  48.529
C  -66.710  15.001  48.153
C  -67.580  15.759  49.142
O  -66.719  16.288  50.110
C  -65.511  15.667  50.042
O  -64.582  15.801  50.874
O  -65.468  14.931  48.910
F  -68.319  14.840  49.818
H  -66.667  15.662  47.246
H  -67.095  14.060  47.748
H  -68.083  16.611  48.720
C  -69.693  19.022  46.363
O  -70.322  18.603  45.199
C  -71.112  17.414  45.423
C  -72.068  17.068  44.302
O  -71.691  16.386  43.378
C  -72.496  16.176  42.257
C  -71.840  15.281  41.216
O  -71.282  14.060  41.840
C  -70.540  13.342  40.866
H  -70.539  19.054  47.141
H  -69.291  20.157  46.098
H  -68.882  18.308  46.979
H  -71.662  17.572  46.244
H  -70.342  16.580  45.589
H  -72.423  18.104  43.985
H  -72.796  16.723  44.857
H  -72.797  17.071  41.977
H  -73.484  15.606  42.569
H  -70.936  15.933  40.964
H  -72.407  15.189  40.330
H  -69.718  13.981  40.278
H  -71.229  12.925  39.839
H  -70.060  12.545  41.207

Record-wise energy above the lowest of the compared OMol25 structures with the same formula, charge and spin values, in kcal per mole: 58.2 184.7 23.7 0.0
Record-wise largest force on an atom values, in eV Å⁻¹: 1.00 7.96 3.28 12.16